# 1
Computed, not measured: the molecule C8H16N2O2 in a non-equilibrium geometry, with wB97M-V/def2-TZVPD.

Its charge is 0. The energy relative to the best compared isomer or geometry (same formula, charge and spin) comes out at 5.7 kJ/mol. Its SMILES is C=C(C)N(CC)C(=O)NCOC. Its total energy is -574.3355 a.u. As for the HOMO energy: -8.855 eV. The value obtained for the LUMO energy is 0.882 eV. The spin multiplicity is 1.

```
28
C8H16N2O2 | OMol25 | wB97M-V/def2-TZVPD
C -0.9828 -0.5596 -0.2162
C -0.8027 1.6955 -1.0403
C 1.1130 -1.4278 -1.0857
C 0.6693 -1.9748 -2.2344
C 2.4948 -0.9351 -0.7178
C 0.9690 -0.9388 2.4614
C -3.0212 2.2607 -0.1888
C 0.4917 -1.7513 1.3422
N -1.1449 0.3105 -1.2434
N 0.2311 -1.0907 0.0209
O -1.8564 -0.8080 0.5768
O -1.6020 2.3022 -0.0685
H 0.1471 1.6484 -0.5813
H -0.4070 -2.1699 -2.2886
H 1.2224 -2.2571 -3.2350
H -0.8055 2.1606 -2.0915
H 2.7467 -1.2572 0.3429
H 2.5812 0.1606 -0.8016
H 3.1607 -1.4158 -1.4008
H 1.8553 -0.4267 2.1309
H 0.1846 -0.2210 2.7354
H 1.0595 -1.6419 3.2731
H -3.3338 3.1803 -0.8238
H -3.4138 2.3140 0.8481
H -3.3200 1.4036 -0.6853
H 1.3695 -2.4229 1.1827
H -0.3977 -2.3392 1.6931
H -2.1268 0.4276 -1.5409
```

# 2
Computed, not measured: the molecule C3H6Cl2Si in a non-equilibrium geometry, with wB97M-V/def2-TZVPD.

Its charge is 0. The energy relative to the best compared isomer or geometry (same formula, charge and spin) comes out at 6.6 kJ/mol. Its SMILES is C=C[Si](C)(Cl)Cl. Its total energy is -1327.8786 a.u. As for the HOMO energy: -10.621 eV. The value obtained for the LUMO energy is 0.738 eV. The spin multiplicity is 1.

```
12
C3H6Cl2Si | OMol25 | wB97M-V/def2-TZVPD
Cl -2.1839 1.2852 0.5920
Cl 0.3331 2.5523 -1.1455
C 0.9083 -0.7513 1.6527
C 0.7214 0.4654 1.1947
C -0.6226 -0.5394 -1.5976
Si -0.3518 0.7600 -0.2535
H 0.5005 -1.6042 1.0912
H 1.6665 -1.0093 2.3927
H 1.1576 1.3143 1.6452
H -0.2382 -0.2740 -2.5639
H -0.2096 -1.4872 -1.2363
H -1.6813 -0.7119 -1.7718
```

# 3
Computed, not measured: a structure of composition C28H43NPPdS3 in a non-equilibrium geometry, with wB97M-V/def2-TZVPD.

Its charge is +1. Its total energy is -2810.9840 a.u. As for the HOMO energy (alpha / beta): -8.795 / -10.103 eV. The value obtained for the LUMO energy (alpha / beta) is -1.917 / -4.200 eV. Its expectation value of S² is 2.049. The spin multiplicity is 3.

```
77
C28H43NPPdS3 | OMol25 | wB97M-V/def2-TZVPD
Pd 0.5788 0.8909 -0.3386
C 1.0176 2.5179 -3.3007
C -0.1361 3.3040 -2.6621
S -0.0669 3.1788 -0.8449
C 1.4138 4.2020 -0.6020
C 2.8214 3.6220 -0.6006
S 2.7546 1.8182 -0.0938
C 3.8080 0.8291 -1.1987
C 3.1514 0.6406 -2.5408
S 1.3636 0.9639 -2.3773
H 1.8669 3.1635 -3.3039
H 0.7222 2.1938 -4.3189
H -1.0572 2.8221 -2.9225
H -0.0445 4.3291 -3.0527
H 1.2121 4.5458 0.4274
H 1.3210 4.9742 -1.3729
H 3.3688 4.0002 0.2030
H 3.2721 3.6449 -1.6328
H 4.0107 -0.1624 -0.7533
H 4.7431 1.3742 -1.2227
H 3.2431 -0.4437 -2.9272
H 3.6223 1.2732 -3.3205
C -2.4062 1.8853 1.3877
C -1.4191 1.6888 2.6100
C -2.0507 1.2917 3.9642
P 0.0131 0.5725 2.1141
C 1.0807 0.4734 3.5597
C 1.4678 1.9287 4.1061
C 2.3428 -0.3381 3.3039
C -0.5501 -1.0999 1.9840
C -0.9696 -1.8388 3.1221
C -1.4464 -3.1675 3.0519
C -1.8440 -3.8523 4.3790
C -1.4626 -3.8010 1.7956
C -1.0615 -3.1221 0.6543
C -0.7255 -1.7321 0.7148
N -0.6089 -0.9078 -0.3796
C -0.8755 -1.3927 -1.6607
C -2.0181 -0.9673 -2.4390
C -2.9764 -0.0016 -1.7821
C -2.2755 -1.4849 -3.6649
C -1.2991 -2.3080 -4.3103
C -1.4615 -2.7159 -5.7122
C -0.1566 -2.7280 -3.5977
C 0.0264 -2.2711 -2.2842
C 1.3668 -2.6760 -1.6539
H -3.3875 2.0544 1.8808
H -2.3897 0.9233 0.8704
H -2.1824 2.7040 0.7408
H -0.8788 2.6885 2.7138
H -2.2920 0.2324 3.9686
H -2.8770 1.8689 4.2377
H -1.2389 1.4214 4.7669
H 0.5721 -0.0708 4.3715
H 1.8926 2.5092 3.3092
H 2.2020 1.7640 4.8479
H 0.6202 2.5145 4.4913
H 2.9622 -0.3549 4.2128
H 2.8781 0.0599 2.3604
H 2.1069 -1.4229 3.0533
H -1.0998 -1.2995 4.0235
H -2.2392 -4.8896 4.3300
H -2.6604 -3.1799 4.7239
H -1.0515 -3.7068 5.1145
H -1.7847 -4.8142 1.5746
H -1.0680 -3.6851 -0.3024
H -3.7167 0.3719 -2.5395
H -2.4784 0.8102 -1.2315
H -3.6368 -0.4592 -1.0822
H -3.1932 -1.2081 -4.1765
H -0.5525 -3.1916 -6.0838
H -1.5678 -1.8646 -6.3802
H -2.4065 -3.3172 -5.8308
H 0.7005 -3.2228 -4.1068
H 1.4434 -2.2154 -0.6554
H 2.2133 -2.3355 -2.2505
H 1.4335 -3.8026 -1.4588
```

# 4
Computed, not measured: the molecule ClFH2NOP in a non-equilibrium geometry, with wB97M-V/def2-TZVPD.

Its charge is 0. The energy relative to the best compared isomer or geometry (same formula, charge and spin) comes out at 10.3 kJ/mol. Its SMILES is N=[P@@](O)(F)Cl. Its total energy is -1032.6856 a.u. As for the HOMO energy: -10.211 eV. The value obtained for the LUMO energy is 0.284 eV. The spin multiplicity is 1.

```
7
ClFH2NOP | OMol25 | wB97M-V/def2-TZVPD
N -0.1205 0.3707 -0.7114
O 0.8210 -0.7482 1.4683
F 1.5419 -1.7959 -0.5442
P 1.1183 -0.2864 -0.0450
Cl 2.8532 0.8146 -0.0429
H 0.0416 0.3037 -1.7769
H 0.2985 -0.1255 1.9756
```

# 5
Computed, not measured: the molecule C16H17N5S2 in a non-equilibrium geometry, with wB97M-V/def2-TZVPD.

Its charge is 0. Its SMILES is Cn1c(Cc2csc(N)n2)nnc1SC/C=C/c1ccccc1. Its total energy is -1690.0545 a.u. As for the HOMO energy: -8.236 eV. The value obtained for the LUMO energy is 0.505 eV. The spin multiplicity is 1.

```
40
C16H17N5S2 | OMol25 | wB97M-V/def2-TZVPD
C -1.4202 -0.8211 -1.2993
N -1.1523 -0.6471 0.0992
C -0.9894 -1.6076 1.0568
N -0.7185 -1.0632 2.2104
N -0.6931 0.2647 2.0342
C -0.9513 0.5176 0.7801
C -1.0532 1.8712 0.1735
C -2.4990 2.2271 -0.0079
C -3.2525 2.9196 0.8788
S -4.8809 3.0757 0.3111
C -4.3988 2.1600 -1.1153
N -3.1605 1.8052 -1.1289
N -5.3073 1.8235 -2.0616
H -6.1650 2.3474 -2.0928
H -4.9383 1.5034 -2.9418
H -2.9631 3.3369 1.8201
H -0.5508 1.8845 -0.7954
H -0.5796 2.5803 0.8509
S -1.0347 -3.3166 0.7162
C 0.6202 -3.7301 1.4413
C 1.6335 -2.9267 0.7217
C 2.1020 -1.7739 1.2008
C 2.9361 -0.8263 0.4762
C 2.8839 0.5197 0.8438
C 3.6133 1.4678 0.1528
C 4.4218 1.0878 -0.9062
C 4.4931 -0.2470 -1.2710
C 3.7550 -1.1965 -0.5904
H 3.8275 -2.2361 -0.8736
H 5.1294 -0.5485 -2.0908
H 4.9981 1.8275 -1.4423
H 3.5560 2.5069 0.4435
H 2.2475 0.8156 1.6659
H 1.7899 -1.4551 2.1876
H 1.8722 -3.2585 -0.2799
H 0.7251 -4.8021 1.2861
H 0.5615 -3.4875 2.5002
H -0.5025 -0.6719 -1.8744
H -2.1695 -0.0930 -1.6155
H -1.7856 -1.8334 -1.4638
```

# 6
Computed, not measured: the ion C11H17NOP with charge +1 in a non-equilibrium geometry, with wB97M-V/def2-TZVPD.

Its charge is +1. The energy relative to the best compared isomer or geometry (same formula, charge and spin) comes out at 464.4 kJ/mol. Its total energy is -900.2918 a.u. As for the HOMO energy: -12.002 eV. The value obtained for the LUMO energy is -4.460 eV. The spin multiplicity is 1.

```
31
C11H17NOP | OMol25 | wB97M-V/def2-TZVPD
C 1.2374 1.1372 -1.4975
C 1.6843 -0.0851 -1.5849
C -1.1664 -1.2177 0.9278
C -1.0300 1.1997 1.6240
C -0.6167 -2.0954 -0.1949
C 0.8358 1.7444 -0.2088
C 1.7521 -1.9230 0.1638
C 2.1560 -0.7559 -0.3750
C -0.3994 -0.0041 1.1012
C -0.5374 1.1411 0.1944
C -1.4774 1.1322 -0.9092
N 0.6733 -2.6258 0.0913
O 1.8585 1.5874 0.7597
P 3.4028 0.1829 0.5116
H 0.7637 1.7133 -2.3120
H 1.7445 -0.6943 -2.4861
H -2.2711 -1.0324 0.6861
H -1.0908 -1.8419 1.8457
H -2.1413 1.1324 1.7344
H -0.5332 1.8863 2.2405
H -1.2747 -2.8553 -0.5678
H -0.5465 -1.4448 -1.1592
H 0.8959 2.7882 -0.4488
H 2.5585 -2.3436 0.9237
H -0.9826 0.5168 -1.7400
H -1.8679 2.0020 -1.2811
H -2.2558 0.4556 -0.5922
H 0.5819 -0.1800 1.4732
H 0.8096 -3.5617 0.5618
H 2.0020 2.1849 1.5375
H 3.9156 0.6648 -0.6759
```

Copy entry 5 word for word.
Computed, not measured: the molecule C16H17N5S2 in a non-equilibrium geometry, with wB97M-V/def2-TZVPD.

Its charge is 0. Its SMILES is Cn1c(Cc2csc(N)n2)nnc1SC/C=C/c1ccccc1. Its total energy is -1690.0545 a.u. As for the HOMO energy: -8.236 eV. The value obtained for the LUMO energy is 0.505 eV. The spin multiplicity is 1.

```
40
C16H17N5S2 | OMol25 | wB97M-V/def2-TZVPD
C -1.4202 -0.8211 -1.2993
N -1.1523 -0.6471 0.0992
C -0.9894 -1.6076 1.0568
N -0.7185 -1.0632 2.2104
N -0.6931 0.2647 2.0342
C -0.9513 0.5176 0.7801
C -1.0532 1.8712 0.1735
C -2.4990 2.2271 -0.0079
C -3.2525 2.9196 0.8788
S -4.8809 3.0757 0.3111
C -4.3988 2.1600 -1.1153
N -3.1605 1.8052 -1.1289
N -5.3073 1.8235 -2.0616
H -6.1650 2.3474 -2.0928
H -4.9383 1.5034 -2.9418
H -2.9631 3.3369 1.8201
H -0.5508 1.8845 -0.7954
H -0.5796 2.5803 0.8509
S -1.0347 -3.3166 0.7162
C 0.6202 -3.7301 1.4413
C 1.6335 -2.9267 0.7217
C 2.1020 -1.7739 1.2008
C 2.9361 -0.8263 0.4762
C 2.8839 0.5197 0.8438
C 3.6133 1.4678 0.1528
C 4.4218 1.0878 -0.9062
C 4.4931 -0.2470 -1.2710
C 3.7550 -1.1965 -0.5904
H 3.8275 -2.2361 -0.8736
H 5.1294 -0.5485 -2.0908
H 4.9981 1.8275 -1.4423
H 3.5560 2.5069 0.4435
H 2.2475 0.8156 1.6659
H 1.7899 -1.4551 2.1876
H 1.8722 -3.2585 -0.2799
H 0.7251 -4.8021 1.2861
H 0.5615 -3.4875 2.5002
H -0.5025 -0.6719 -1.8744
H -2.1695 -0.0930 -1.6155
H -1.7856 -1.8334 -1.4638
```

Which value of charge does entry 3 give?
+1